This record from the Open Molecules 2025 dataset describes 2 unconnected molecules or ions with the total composition C3H9NO2 at a distorted geometry. The level of theory is ωB97M-V with the def2-TZVPD basis set.

The geometry in XYZ format:
```
15
Properties=species:S:1:pos:R:3:forces:R:3
C -0.703898 -0.717595 0.223805 3.16 -1.75 -0.37
C 0.332452 -0.084356 1.218677 -0.40 1.12 -1.96
C 1.205000 1.037848 0.308128 0.81 -2.29 -0.48
N 0.588503 2.078490 -0.177701 -0.94 0.56 0.19
O 2.366682 0.634882 -0.019410 -1.68 1.02 1.45
H -1.487484 -0.020082 0.246481 -1.45 0.40 -0.96
H -1.019595 -1.678570 0.685401 0.07 0.80 0.04
H -0.227673 -1.026262 -0.798992 -1.15 0.97 1.71
H -0.367489 0.517603 1.876750 1.89 -0.53 0.07
H 1.101938 -0.756344 1.596872 -0.46 0.17 0.49
H -0.431310 1.918393 -0.242217 0.76 1.02 0.34
H 1.022928 2.985365 -0.435848 -0.33 -1.19 -0.25
H -1.919308 -2.388492 -0.646632 -1.94 0.22 -1.50
H -3.021621 -3.051176 -1.458880 -0.68 -1.30 -0.49
O -2.713086 -2.193037 -1.240924 2.35 0.79 1.71
```
Forces are in eV/Å.

Properties
Energy relative to the best compared isomer or geometry (same formula, charge and spin) = 161.2 kJ/mol
E = -324.5642 hartree
HOMO (alpha / beta) = -14.6047 / -14.6021 eV
Charge = +1
LUMO (alpha / beta) = -4.597 / -8.933 eV
Multiplicity = 2
Expectation value of S² = 0.757

Taken from the Mulliken analysis, the atomic charges in e are:
1 C -1.14
2 C -0.59
3 C 0.68
4 N -0.28
5 O -0.16
6 H 0.42
7 H 0.38
8 H 0.40
9 H 0.34
10 H 0.38
11 H 0.25
12 H 0.29
13 H 0.29
14 H 0.32
15 O -0.59


This record from the Open Molecules 2025 dataset describes 2 unconnected molecules or ions with the total composition C3H9NO2S. The level of theory is ωB97M-V with the def2-TZVPD basis set.

The geometry in XYZ format:
```
16
Properties=species:S:1:pos:R:3:forces:R:3
C 0.066931 0.433847 0.714151 -0.04 0.46 -0.12
O 0.357912 -0.147298 1.968089 0.22 -0.05 -0.36
C -0.923271 -0.440334 -0.050830 0.11 -0.40 0.30
C -0.311615 -1.302190 -1.161265 0.17 0.46 -0.57
S 0.480576 -0.390119 -2.559715 0.01 -0.01 0.08
N -2.071343 0.350110 -0.520202 -0.17 0.17 -0.16
H 0.935589 0.604112 0.062728 0.19 -0.18 0.25
H -0.372785 1.428551 0.876290 -0.13 -0.02 -0.02
H -1.247001 -1.142069 0.725569 -0.41 -0.04 -0.05
H 0.390425 -2.012786 -0.707605 -0.10 0.05 -0.08
H -1.128235 -1.847700 -1.647263 -0.03 -0.35 0.37
H -2.396231 -0.051010 -1.397252 0.06 -0.07 0.05
H -1.713346 1.254213 -0.811724 0.06 -0.02 0.00
H 0.790907 0.539740 2.546502 -0.01 0.04 0.53
H 2.339109 1.335503 3.186541 0.18 0.15 0.17
O 1.618194 1.579091 3.781208 -0.09 -0.19 -0.39
```
Forces are in eV/Å.

Properties
Energy relative to the best compared isomer or geometry (same formula, charge and spin) = 49.2 kJ/mol
E = -723.0633 hartree
HOMO = 0.0082 eV
Charge = -2
LUMO = 5.957 eV

Taken from the Mulliken analysis, the atomic charges in e are:
1 C -0.44
2 O -0.46
3 C 0.36
4 C -1.00
5 S -0.74
6 N -0.82
7 H 0.25
8 H 0.26
9 H 0.11
10 H 0.34
11 H 0.28
12 H 0.32
13 H 0.27
14 H 0.29
15 H 0.16
16 O -1.18


This record from the Open Molecules 2025 dataset describes 2 unconnected molecules or ions with the total composition C3H9NO2S at a distorted geometry. The level of theory is ωB97M-V with the def2-TZVPD basis set.

The geometry in XYZ format:
```
16
Properties=species:S:1:pos:R:3:forces:R:3
C -0.222152 -0.380902 -0.270310 2.89 -1.42 0.95
O -1.249362 -0.671485 -1.127020 -0.39 2.52 -0.71
C -0.164438 1.006553 0.367068 -1.83 -2.20 -0.42
C 0.869740 0.893839 1.500106 0.07 0.87 2.40
S 2.739250 1.128217 1.333100 -1.01 0.08 -0.56
N 0.096352 2.037784 -0.639243 0.90 -0.52 -0.16
H -0.234391 -1.119862 0.527261 -0.41 0.01 0.77
H 0.842420 -0.639458 -0.634406 -1.11 0.72 -0.47
H -1.297555 1.058368 0.673801 1.91 0.56 0.47
H 0.766402 0.010197 2.188246 -0.34 0.24 -1.32
H 0.547525 1.664128 2.211411 0.27 0.38 0.00
H 1.065446 2.426058 -0.371025 -1.49 -1.16 -1.37
H 0.022611 1.412063 -1.504257 1.04 2.05 1.00
H -1.274218 -1.618760 -1.208743 -0.64 -2.34 -0.73
H -0.856591 -3.794602 -1.411715 2.91 -1.48 0.80
O -1.651037 -3.412136 -1.634275 -2.75 1.70 -0.65
```
Forces are in eV/Å.

Properties
Energy relative to the best compared isomer or geometry (same formula, charge and spin) = 144.7 kJ/mol
E = -723.0270 hartree
HOMO = -0.1285 eV
Charge = -2
LUMO = 5.896 eV

Taken from the Mulliken analysis, the atomic charges in e are:
1 C -0.96
2 O -0.43
3 C 0.51
4 C -1.01
5 S -0.69
6 N -0.68
7 H 0.48
8 H 0.22
9 H 0.10
10 H 0.27
11 H 0.30
12 H 0.29
13 H 0.27
14 H 0.38
15 H 0.15
16 O -1.20


This record from the Open Molecules 2025 dataset describes 2 unconnected molecules or ions with the total composition C3H9NO2S at a distorted geometry. The level of theory is ωB97M-V with the def2-TZVPD basis set.

The geometry in XYZ format:
```
16
Properties=species:S:1:pos:R:3:forces:R:3
N 1.466886 1.216610 1.320249 -0.21 -0.79 -2.85
C 1.630465 0.061419 0.281346 -0.81 0.78 3.02
C 1.185833 0.432088 -1.103355 -4.40 0.49 0.19
O 0.138343 1.112907 -1.298204 3.91 -1.84 0.30
C 0.721802 -1.054955 0.942581 1.69 -0.41 -0.42
S 0.808462 -2.602605 -0.024337 -0.12 -0.54 -0.04
H 2.203128 1.812673 0.955047 0.03 0.77 0.58
H 0.592760 1.661860 0.944825 0.85 -0.20 0.70
H 2.686656 -0.244383 0.226800 -0.37 -0.09 0.33
H 1.664339 -0.212629 -1.850841 -0.01 0.65 -0.73
H 1.010623 -1.218832 2.017096 -0.22 0.32 -1.22
H -0.327302 -0.792033 0.886178 -0.10 0.34 0.03
H 1.928719 -3.206722 0.440257 -0.24 0.51 0.09
O -5.436955 3.074653 -0.280106 -0.69 -2.49 1.13
H -6.258931 3.003671 -0.773954 -0.11 0.60 -0.46
H -5.543281 2.190017 0.205284 0.80 1.89 -0.67
```
Forces are in eV/Å.

Properties
SMILES string = N[C@H](C=O)CS.O
Energy relative to the best compared isomer or geometry (same formula, charge and spin) = 249.6 kJ/mol
E = -723.0733 hartree
HOMO = -9.3377 eV
LUMO = 0.167 eV

Taken from the Mulliken analysis, the atomic charges in e are:
1 N -0.73
2 C 0.14
3 C -0.04
4 O -0.50
5 C -0.75
6 S -0.23
7 H 0.26
8 H 0.32
9 H 0.37
10 H 0.34
11 H 0.39
12 H 0.30
13 H 0.13
14 O -0.64
15 H 0.31
16 H 0.32